1.
Formula: C61H144N8O17
Source: OMol25
Level of theory: the ωB97M-V functional and the def2-TZVPD basis

The geometry in XYZ format:
```
230
Properties=species:S:1:pos:R:3
C 38.137 6.283 -2.505
O 37.943 4.907 -2.777
C 37.996 4.549 -4.141
C 36.609 4.260 -4.620
N 35.944 3.261 -3.810
C 34.609 2.919 -4.242
C 34.661 1.826 -5.334
O 35.596 0.814 -5.040
C 35.769 -0.069 -6.127
H 37.426 6.958 -2.992
H 39.113 6.635 -2.845
H 38.106 6.471 -1.432
H 38.540 3.603 -4.250
H 38.539 5.271 -4.755
H 36.555 3.882 -5.656
H 35.961 5.144 -4.690
H 36.445 2.402 -3.632
H 34.069 3.804 -4.583
H 33.980 2.506 -3.450
H 34.973 2.275 -6.290
H 33.678 1.407 -5.584
H 34.799 -0.540 -6.321
H 36.623 -0.735 -6.060
H 35.954 0.511 -7.044
C 43.923 5.432 -2.709
O 43.260 4.198 -3.027
C 42.009 4.416 -3.691
C 42.058 3.914 -5.149
N 43.102 4.518 -5.991
C 42.706 5.738 -6.698
C 42.115 6.923 -5.872
O 40.749 6.633 -5.633
C 40.156 7.769 -4.983
H 44.793 5.121 -2.133
H 43.266 6.003 -2.050
H 44.234 6.031 -3.565
H 41.601 5.424 -3.600
H 41.318 3.752 -3.164
H 41.072 4.138 -5.570
H 42.176 2.833 -5.248
H 43.788 4.764 -5.277
H 41.931 5.433 -7.405
H 43.587 6.059 -7.254
H 42.197 7.784 -6.542
H 42.810 7.053 -5.038
H 40.152 8.537 -5.766
H 40.673 8.034 -4.062
H 39.101 7.516 -4.886
C 30.729 -4.959 -9.876
O 30.944 -4.496 -8.564
C 32.140 -3.777 -8.295
C 32.326 -3.857 -6.781
N 33.523 -3.117 -6.378
C 33.935 -3.286 -4.987
C 32.855 -2.634 -4.134
O 33.510 -2.257 -2.928
C 32.596 -1.927 -1.913
H 30.402 -4.114 -10.489
H 29.878 -5.640 -9.839
H 31.559 -5.526 -10.305
H 32.140 -2.750 -8.663
H 32.912 -4.412 -8.748
H 32.547 -4.898 -6.511
H 31.399 -3.528 -6.310
H 34.252 -3.346 -7.042
H 34.820 -2.702 -4.727
H 34.212 -4.326 -4.781
H 32.086 -3.369 -3.865
H 32.371 -1.806 -4.655
H 32.113 -1.012 -2.266
H 33.007 -1.740 -0.924
H 31.845 -2.722 -1.823
C 36.073 10.367 -7.049
O 35.696 9.352 -6.151
C 34.494 9.566 -5.459
C 34.604 9.122 -3.987
N 35.339 10.058 -3.137
C 35.504 9.491 -1.784
C 36.825 10.105 -1.247
O 37.953 9.685 -1.975
C 39.155 10.238 -1.505
H 35.370 10.414 -7.883
H 37.115 10.315 -7.353
H 36.022 11.365 -6.590
H 33.666 9.065 -5.971
H 34.217 10.628 -5.460
H 35.182 8.194 -4.123
H 33.662 8.897 -3.489
H 36.276 10.153 -3.514
H 35.592 8.398 -1.806
H 34.688 9.785 -1.123
H 36.856 9.699 -0.230
H 36.677 11.184 -1.330
H 39.103 11.328 -1.636
H 39.957 9.897 -2.159
H 39.384 10.041 -0.455
C 26.959 -3.823 -10.898
O 28.232 -3.228 -10.736
C 28.235 -2.302 -9.675
C 29.663 -1.947 -9.235
N 29.571 -0.877 -8.240
C 30.725 -0.922 -7.301
C 30.745 0.246 -6.330
O 31.065 1.408 -7.045
C 30.948 2.551 -6.220
H 26.949 -4.530 -11.719
H 26.225 -3.024 -11.068
H 26.575 -4.249 -9.964
H 27.772 -2.709 -8.768
H 27.696 -1.375 -9.895
H 30.206 -1.654 -10.138
H 30.068 -2.861 -8.796
H 29.805 -0.042 -8.776
H 31.698 -0.840 -7.800
H 30.512 -1.858 -6.780
H 31.456 0.014 -5.526
H 29.767 0.261 -5.829
H 31.689 2.520 -5.417
H 29.915 2.609 -5.849
H 31.028 3.467 -6.808
C 36.320 -3.663 -10.987
C 37.224 -2.611 -10.349
C 38.476 -3.364 -9.909
C 39.659 -2.457 -9.514
C 40.009 -1.579 -10.705
C 38.812 -0.782 -11.334
N 37.625 -1.656 -11.373
O 36.558 -0.996 -12.022
C 38.606 0.402 -10.407
C 39.298 -0.325 -12.717
C 36.519 -2.018 -9.115
H 36.576 -3.893 -12.023
H 35.276 -3.346 -10.966
H 36.413 -4.641 -10.510
H 38.282 -3.906 -8.972
H 38.707 -4.234 -10.528
H 40.514 -3.090 -9.285
H 39.314 -1.837 -8.688
H 40.473 -2.185 -11.485
H 40.666 -0.788 -10.335
H 39.418 1.140 -10.423
H 37.755 1.049 -10.635
H 38.572 0.086 -9.362
H 40.197 0.272 -12.611
H 39.450 -1.202 -13.350
H 38.459 0.180 -13.203
H 35.816 -2.725 -8.664
H 35.937 -1.146 -9.413
H 37.195 -1.848 -8.276
H 36.771 -1.045 -12.959
C 38.521 4.883 3.976
C 39.690 5.920 3.843
C 40.899 5.263 4.440
C 42.076 6.196 4.227
C 42.385 6.395 2.757
C 41.110 6.897 1.961
N 39.955 6.094 2.403
O 38.803 6.171 1.613
C 40.966 8.383 2.275
C 41.292 6.621 0.444
C 39.239 7.174 4.651
H 38.531 4.160 3.160
H 37.596 5.443 3.815
H 38.462 4.384 4.940
H 40.800 5.043 5.509
H 40.996 4.235 4.077
H 42.959 5.843 4.769
H 41.856 7.131 4.744
H 42.934 5.613 2.233
H 43.072 7.245 2.680
H 41.452 8.938 1.456
H 39.951 8.723 2.024
H 41.260 8.977 3.138
H 41.681 5.611 0.320
H 40.329 6.582 -0.072
H 41.827 7.414 -0.078
H 39.145 6.928 5.712
H 38.241 7.444 4.303
H 39.897 8.037 4.622
H 38.565 5.245 1.435
C 32.057 6.284 -4.915
C 30.847 6.693 -4.063
C 30.221 7.918 -4.761
C 28.828 8.414 -4.291
C 27.900 7.194 -4.440
C 28.444 5.908 -3.764
N 29.852 5.641 -3.949
O 30.345 4.422 -3.490
C 28.095 5.956 -2.259
C 27.581 4.815 -4.431
C 31.285 7.164 -2.646
H 32.943 6.890 -4.698
H 32.028 6.565 -5.975
H 32.183 5.207 -4.842
H 30.986 8.700 -4.767
H 30.045 7.781 -5.834
H 28.388 9.093 -5.029
H 28.807 9.020 -3.384
H 27.769 7.093 -5.518
H 26.895 7.352 -4.047
H 28.582 5.104 -1.784
H 28.538 6.893 -1.910
H 27.056 6.041 -1.942
H 27.789 3.845 -3.973
H 26.504 5.008 -4.358
H 27.587 4.706 -5.521
H 32.166 7.806 -2.704
H 31.579 6.247 -2.130
H 30.544 7.699 -2.056
H 30.317 3.829 -4.250
C 36.140 4.139 0.328
C 35.396 5.436 -0.098
O 34.891 5.393 -1.397
O 37.560 4.241 0.127
H 35.870 3.398 -0.434
H 35.843 3.736 1.291
H 36.128 6.236 0.109
H 34.715 5.714 0.711
H 35.599 5.101 -1.991
H 37.688 4.735 -0.688
C 30.533 2.454 -0.952
C 31.733 1.965 -1.799
O 31.346 1.048 -2.838
O 30.350 1.621 0.201
H 29.567 2.448 -1.462
H 30.826 3.471 -0.668
H 32.484 1.539 -1.127
H 32.183 2.820 -2.299
H 30.797 0.451 -2.310
H 29.500 1.896 0.555
```

Computed properties:
- structure (SMILES) = CC1(C)CCCC(C)(C)N1O.CC1(C)CCCC(C)(C)N1O.CC1(C)CCCC(C)(C)N1O.COCCNCCOC.COCCNCCOC.COCCNCCOC.COCCNCCOC.COCCNCCOC.OCCO.OCCO
- calculated total energy (hartree) = -4127.1300
- HOMO (eV) = -7.692
- molecular weight (g mol⁻¹) = 1261.9
- charge = 0
- Kohn-Sham gap (eV) = 8.251

=====

2.
Formula: C12H25N5O6Zn
Source: OMol25
Level of theory: the ωB97M-V functional and the def2-TZVPD basis

The geometry in XYZ format:
```
49
Properties=species:S:1:pos:R:3
O -0.644 0.683 -3.535
H -0.997 0.219 -4.308
Zn -0.107 -0.049 -0.668
N -0.275 1.696 0.254
N 1.304 0.869 -1.661
N -1.656 -0.789 0.242
N -0.424 -1.663 -1.722
O -1.039 1.994 1.291
O -2.171 -0.247 1.366
O 0.617 -1.983 -2.558
O 2.115 0.290 -2.474
C 1.551 2.112 -1.181
C 0.752 2.515 -0.035
C -1.813 -2.103 0.046
C -1.167 -2.607 -1.143
C 1.221 3.381 1.076
H 1.565 2.685 1.870
H 0.391 3.949 1.523
H 2.032 4.059 0.780
C 2.750 2.807 -1.689
H 2.710 2.902 -2.781
H 3.605 2.193 -1.380
H 2.830 3.791 -1.232
C -2.303 -2.986 1.131
C -1.191 -4.050 -1.501
H -2.879 -2.397 1.850
H -1.430 -3.388 1.676
H -2.913 -3.814 0.745
H -0.630 -4.221 -2.422
H -2.215 -4.428 -1.598
H -0.752 -4.652 -0.706
H -1.723 0.707 1.368
H 1.248 -1.160 -2.541
C -1.692 0.876 -2.578
H -1.306 1.581 -1.845
H -2.016 -0.045 -2.112
H -2.575 1.318 -3.020
O -4.189 2.551 -0.216
H -4.357 1.615 0.013
H -3.268 2.661 0.078
C 2.523 -0.236 4.158
C 2.551 -1.315 3.040
C 1.658 -0.986 1.929
N 0.973 -0.703 1.033
H 3.144 0.636 3.878
H 2.926 -0.639 5.102
H 1.478 0.085 4.343
H 3.575 -1.438 2.645
H 2.215 -2.276 3.467
```

Computed properties:
- calculated total energy (hartree) = -2976.5501
- HOMO (eV) = -6.539
- molecular weight (g mol⁻¹) = 400.8
- charge = 0
- Kohn-Sham gap (eV) = 5.977